No. 1
Entry from the OMol25 dataset: a molecular structure, C22H46N3O2P3Pb at a distorted geometry (the ωB97M-V functional and the def2-TZVPD basis).

Last column: Mulliken charge in e.
Element x y z (Å)
P  -0.635  -2.342  2.263  0.749
C  1.027  -2.890  2.751  -1.096
H  0.930  -3.805  3.349  0.595
H  1.517  -2.087  3.320  0.312
H  1.610  -3.078  1.839  0.296
C  -1.331  -1.664  3.817  -1.251
H  -2.398  -1.425  3.709  0.345
H  -0.795  -0.736  4.062  0.309
H  -1.188  -2.408  4.611  0.513
C  -1.586  -3.894  2.070  -1.191
H  -1.554  -4.429  3.031  0.500
H  -1.130  -4.496  1.269  0.387
H  -2.626  -3.659  1.790  0.322
P  -1.369  -1.251  -3.043  0.684
C  -0.043  -1.931  -4.096  -1.064
H  -0.478  -2.123  -5.089  0.470
H  0.339  -2.857  -3.637  0.427
H  0.766  -1.186  -4.155  0.298
C  -2.599  -2.602  -3.045  -1.235
H  -3.547  -2.268  -2.604  0.316
H  -2.216  -3.443  -2.455  0.331
H  -2.754  -2.909  -4.086  0.496
C  -2.173  -0.045  -4.162  -1.252
H  -2.519  -0.595  -5.048  0.487
H  -1.451  0.733  -4.447  0.397
H  -3.023  0.431  -3.652  0.282
P  -0.267  3.070  -0.034  0.702
C  1.324  3.890  -0.365  -1.053
H  1.185  4.965  -0.178  0.590
H  1.605  3.704  -1.412  0.427
H  2.090  3.466  0.302  0.178
C  -1.491  4.183  -0.799  -1.173
H  -1.211  5.213  -0.553  0.520
H  -2.503  3.962  -0.439  0.293
H  -1.469  4.032  -1.885  0.376
C  -0.516  3.400  1.753  -1.118
H  -0.508  4.488  1.914  0.486
H  0.299  2.925  2.318  0.303
H  -1.469  2.976  2.107  0.251
Pb  -1.800  -0.005  0.134  1.726
C  -0.075  -2.415  -0.647  -0.246
O  0.607  -3.306  -0.901  -0.157
C  0.019  1.203  -2.037  -0.305
O  0.765  1.459  -2.898  -0.157
C  -3.788  1.321  -0.511  -0.871
C  -3.554  1.572  0.871  -0.485
C  -3.532  0.495  1.800  -1.134
C  -3.787  -0.833  1.346  -0.551
C  -4.008  -1.086  -0.035  -0.914
C  -4.029  -0.003  -0.958  -0.541
H  -3.805  2.153  -1.233  0.629
H  -3.388  2.603  1.220  1.030
H  -3.287  0.681  2.861  0.642
H  -3.803  -1.677  2.055  1.028
H  -4.184  -2.115  -0.391  0.669
H  -4.271  -0.185  -2.015  1.032
C  3.743  0.065  2.858  -0.936
N  3.723  0.705  1.558  0.256
C  4.810  1.613  1.256  -0.852
C  2.799  0.288  0.618  -0.941
N  1.551  0.053  0.943  0.281
N  3.230  0.031  -0.695  0.799
C  3.540  -1.345  -1.055  -0.687
C  3.850  1.034  -1.538  -1.011
H  4.650  0.373  3.377  0.462
H  3.740  -1.029  2.765  0.245
H  2.869  0.366  3.445  0.291
H  5.581  1.150  0.621  0.296
H  4.436  2.531  0.775  0.288
H  5.274  1.894  2.207  0.388
H  1.413  0.352  1.912  -0.029
H  3.281  -1.524  -2.111  0.259
H  4.620  -1.563  -0.926  0.281
H  2.959  -2.029  -0.426  0.116
H  3.718  0.731  -2.588  0.292
H  3.360  2.008  -1.397  0.249
H  4.933  1.125  -1.352  0.351

E_tot in hartree: -2395.81998
E_LUMO (alpha / beta) in eV: -15.18 / -15.08
Charge: +4
Energy relative to the best compared isomer or geometry (same formula, charge and spin) in kcal/mol: 2.4
Gap between HOMO and LUMO (alpha / beta) in eV: 3.25 / 3.07
Molecular weight in g/mol: 684.75

---

No. 2
Entry from the OMol25 dataset: 2 unconnected molecules or ions with the total composition C4H7ClOS at a distorted geometry (the ωB97M-V functional and the def2-TZVPD basis).

Last column: natural (NBO) charge in e.
Element x y z (Å)
C  0.726  0.319  -3.584  -0.502
C  0.649  -0.353  -2.468  -0.138
C  -0.479  -0.100  2.051  -0.626
C  0.106  -0.370  0.678  -0.610
O  -1.990  0.565  -0.636  -0.891
S  -0.564  0.855  -0.526  1.153
Cl  1.125  -1.897  -2.044  0.054
H  1.175  -0.077  -4.489  0.212
H  0.337  1.320  -3.647  0.227
H  -0.240  -0.906  2.743  0.223
H  -0.093  0.833  2.459  0.210
H  -1.563  -0.022  1.973  0.227
H  -0.179  -1.356  0.314  0.235
H  1.188  -0.267  0.656  0.225

E_tot in hartree: -1090.10443
E_LUMO (alpha / beta) in eV: -0.61 / -0.62
Energy relative to the best compared isomer or geometry (same formula, charge and spin) in kcal/mol: 76.2
Gap between HOMO and LUMO (alpha / beta) in eV: 7.98 / 8.02
Molecular weight in g/mol: 138.62

---

No. 3
Entry from the OMol25 dataset: a single C4H4O2 molecule at a distorted geometry (the ωB97M-V functional and the def2-TZVPD basis).

Last column: natural (NBO) charge in e.
Element x y z (Å)
C  -0.919  -0.837  0.887  -0.321
C  -0.921  -0.050  -0.207  -0.286
C  1.421  0.696  -0.019  0.346
C  0.302  0.403  -0.851  0.438
O  1.152  1.805  0.366  -0.449
O  0.353  0.541  -2.059  -0.514
H  -1.792  -1.404  1.272  0.212
H  -0.044  -1.184  1.450  0.193
H  -1.809  -0.090  -0.893  0.236
H  2.256  0.120  0.055  0.147

E_tot in hartree: -305.20556
E_LUMO in eV: 0.03
Energy relative to the best compared isomer or geometry (same formula, charge and spin) in kcal/mol: 46.4
Gap between HOMO and LUMO in eV: 9.84
SMILES string: C=CC(=O)C=O
Molecular weight in g/mol: 84.07

---

No. 4
Entry from the OMol25 dataset: a molecular structure, C17H31CaN3O3S2Si at a distorted geometry (the ωB97M-V functional and the def2-TZVPD basis).

Last column: natural (NBO) charge in e.
Element x y z (Å)
Ca  -0.106  0.172  -0.026  1.752
C  1.989  -1.272  3.461  -0.622
C  1.756  -0.050  2.594  0.141
C  2.076  1.246  3.311  -0.631
O  0.344  -0.028  2.194  -0.809
C  2.615  -0.165  1.312  0.765
O  3.823  -0.144  1.471  -0.670
O  1.984  -0.273  0.196  -0.922
H  1.421  -1.197  4.391  0.202
H  3.048  -1.347  3.701  0.240
H  1.679  -2.180  2.944  0.216
H  1.521  1.319  4.250  0.200
H  1.827  2.113  2.698  0.218
H  3.141  1.272  3.534  0.247
H  -0.205  0.281  2.922  0.501
C  -6.853  0.721  1.551  -1.116
Si  -5.824  1.020  0.028  1.656
C  -5.388  2.814  -0.064  -1.122
C  -6.843  0.585  -1.471  -1.114
C  -4.390  -0.215  0.071  -0.524
C  -4.808  -1.538  0.023  -0.119
C  -3.917  -2.609  0.035  -0.303
C  -2.581  -2.292  0.080  0.058
N  -2.135  -1.037  0.130  -0.631
C  -2.996  0.006  0.150  0.133
S  -2.319  1.662  0.305  -0.550
H  -7.735  1.364  1.562  0.236
H  -6.265  0.940  2.445  0.239
H  -7.193  -0.314  1.615  0.231
H  -6.334  3.359  -0.127  0.227
H  -4.787  3.048  -0.941  0.253
H  -4.837  3.153  0.811  0.255
H  -7.720  1.232  -1.540  0.236
H  -7.194  -0.447  -1.456  0.229
H  -6.248  0.727  -2.376  0.240
H  -5.870  -1.760  -0.027  0.205
H  -4.248  -3.636  0.003  0.220
H  -1.825  -3.070  0.074  0.183
C  0.854  -4.522  -1.870  -0.614
C  1.829  -3.587  -2.560  -0.223
N  1.104  -2.459  -3.144  -0.610
C  1.349  -1.152  -2.921  0.374
S  0.028  -0.035  -2.886  -0.438
N  2.589  -0.729  -2.730  -0.564
C  3.879  -1.368  -2.977  -0.220
C  4.683  -1.531  -1.702  -0.619
H  1.380  -5.385  -1.462  0.225
H  0.099  -4.897  -2.564  0.209
H  0.342  -4.018  -1.050  0.210
H  2.396  -4.121  -3.327  0.193
H  2.542  -3.195  -1.836  0.213
H  0.130  -2.624  -3.352  0.413
H  2.623  0.218  -2.383  0.426
H  4.411  -0.734  -3.691  0.205
H  3.708  -2.314  -3.488  0.203
H  4.807  -0.582  -1.183  0.240
H  5.672  -1.930  -1.931  0.213
H  4.191  -2.191  -0.989  0.214

E_tot in hartree: -2820.06352
E_LUMO in eV: 0.39
Energy relative to the best compared isomer or geometry (same formula, charge and spin) in kcal/mol: 8.9
Gap between HOMO and LUMO in eV: 7.89
Molecular weight in g/mol: 457.75